11
Properties=species:S:1:pos:R:3:forces:R:3:nbo_charge:R:1 method="wB97M-V/def2-TZVPD" e_lumo_ev="-9.91 / -9.84" charge=+2 e_above_lowest_kcal_mol=53.66 homo_ev="-13.8 / -13.8" multiplicity=4 gap_ha="0.14443 / 0.14697" s2=3.75
O 4.1733 1.1259 2.1940 0.00 0.22 -1.05 -0.448
C 4.7216 1.4281 1.1127 0.26 -0.45 0.51 0.240
C 3.6968 1.0348 0.2662 -0.28 0.05 0.15 -0.140
H 5.7848 1.6684 0.9675 -0.29 0.20 0.13 0.183
H 2.8660 1.7363 0.1089 0.30 0.00 0.28 0.178
C 3.6847 -0.3006 -2.5950 -0.11 -1.11 -2.89 -0.604
C 2.5199 -0.7979 -2.9410 0.99 0.92 1.81 0.722
O 1.3521 -0.9522 -3.0261 -2.02 -0.73 -0.95 -0.727
Pr -1.1923 -1.6839 -3.8349 1.04 0.28 0.39 1.971
H 4.4121 -0.9384 -2.0847 -0.17 0.55 0.17 0.321
H 3.9822 0.1564 -3.6044 0.28 0.07 1.47 0.305

---

119
Properties=species:S:1:pos:R:3:forces:R:3:lowdin_charge:R:1 method="wB97M-V/def2-TZVPD" e_lumo_ev=-0.56 e_above_lowest_kcal_mol=37.09 homo_ev=-6.2 multiplicity=1 gap_ha=0.20642
In -4.2400 -20.3758 24.1384 0.11 -0.61 -0.08 0.893
C -12.3940 -17.6858 29.6774 0.23 -0.34 0.29 -0.088
O -11.0854 -18.0051 30.1170 0.01 -0.05 -0.10 -0.095
C -10.1804 -18.3978 29.1636 0.01 0.71 -0.42 -0.292
C -10.4284 -18.5283 27.7934 -1.09 0.09 0.41 -0.012
C -9.3992 -18.8596 26.9123 -0.91 -0.23 0.51 -0.012
C -8.1236 -19.0982 27.3981 0.18 0.59 -0.60 -0.238
C -7.8666 -18.8967 28.7390 -0.35 -0.13 1.05 -0.016
C -8.8902 -18.5467 29.6190 0.66 -0.52 0.21 -0.002
C -7.0584 -19.4616 26.4356 -0.60 1.13 0.41 -0.115
C -6.4046 -18.4315 25.7131 1.23 -0.30 -1.06 -0.171
C -6.1686 -16.9884 26.0135 0.10 -0.31 -0.58 0.042
C -5.1970 -16.5717 25.1948 0.28 1.30 0.24 0.013
C -4.7025 -17.6953 24.3264 -1.56 -0.60 0.07 -0.410
N -5.7046 -18.7673 24.6486 0.04 0.98 0.35 0.068
C -3.3132 -17.2911 22.1785 0.44 0.70 -0.64 -0.150
C -2.4305 -18.4996 21.9968 -0.74 -0.41 0.96 -0.238
C -1.2155 -18.4410 21.2648 -0.36 -0.21 -0.48 -0.017
C -0.8118 -19.7152 21.0568 0.54 -0.32 0.11 -0.008
C -1.7656 -20.5500 21.7181 -0.33 0.87 0.70 -0.225
C -1.8946 -21.8984 21.6567 0.66 -0.66 -0.45 -0.049
C -1.0010 -22.6296 20.7033 -0.13 -0.17 0.61 -0.191
C -0.2704 -23.7702 21.0733 0.70 0.30 -0.96 -0.026
C 0.5477 -24.4354 20.1763 -0.84 0.32 -0.37 0.020
C 0.5319 -24.0445 18.8135 -0.02 -0.09 1.11 -0.291
O 1.2309 -24.8608 17.9960 0.36 0.02 -0.79 -0.086
C 1.6926 -24.3877 16.7256 0.09 0.05 0.41 -0.067
C -0.1882 -22.9217 18.4325 0.18 -0.08 0.74 0.014
C -0.9329 -22.2089 19.4025 1.25 -1.51 -1.01 -0.019
C -2.8490 -22.6955 22.3090 -0.78 -0.01 0.37 -0.233
N -3.7112 -22.3662 23.3728 0.74 0.36 -0.21 0.054
C -4.4190 -23.4858 23.6341 -1.13 0.43 0.93 -0.251
C -5.4129 -23.6634 24.7086 0.70 0.65 -0.19 -0.082
C -5.9315 -25.0171 24.9429 -1.60 -1.06 -1.16 -0.240
C -7.2218 -25.3736 24.4442 1.30 1.26 0.40 -0.016
C -7.7481 -26.6141 24.6593 0.37 -1.11 0.32 -0.018
C -6.9970 -27.5893 25.3371 -0.23 -0.25 -0.07 -0.267
O -7.4338 -28.8607 25.5837 0.56 -0.13 0.16 -0.096
C -8.6877 -29.3181 25.1299 -0.23 1.05 -0.04 -0.087
C -5.7200 -27.2844 25.7925 -0.13 -0.04 0.13 0.003
C -5.2310 -26.0110 25.5820 0.77 0.17 0.17 -0.036
C -5.9731 -22.7084 25.4916 -0.09 -0.17 -0.28 -0.245
C -6.9365 -23.0354 26.5349 -0.73 1.03 0.80 0.018
C -7.4345 -21.8668 26.9796 0.50 -0.07 -0.28 0.032
C -6.7889 -20.7759 26.2342 0.90 -1.26 -0.46 -0.207
N -5.8754 -21.3337 25.3711 0.32 -0.18 -0.23 0.054
C -4.1208 -24.4793 22.7229 0.46 -0.05 -0.35 -0.017
C -3.1302 -23.9958 21.8849 -0.57 -0.64 0.36 -0.007
N -2.7320 -19.7402 22.3600 0.93 0.32 -0.83 0.109
C -2.5687 -16.0587 22.7120 -1.70 0.03 -0.76 -0.188
C -1.5785 -16.1087 23.6588 0.91 0.01 0.66 -0.028
C -1.0266 -14.9359 24.1490 0.59 1.46 -0.16 0.025
C -1.4646 -13.6691 23.6853 -0.78 -1.49 0.02 -0.277
O -0.9309 -12.5806 24.2801 0.24 0.40 -0.08 -0.079
C -1.3545 -11.3152 23.7966 0.87 0.13 -0.04 -0.082
C -2.4897 -13.6402 22.7283 -0.13 0.64 0.08 -0.022
C -3.0369 -14.8164 22.2451 1.54 -0.51 1.25 -0.029
H -12.9891 -17.4165 30.5434 0.21 0.14 0.25 0.087
H -12.8399 -18.6002 29.2906 -0.28 0.19 -0.59 0.092
H -12.3698 -16.8339 28.9918 -0.18 -0.29 -0.22 0.099
H -11.4766 -18.4000 27.4867 0.70 -0.06 -0.32 0.104
H -9.6419 -19.0177 25.8639 0.20 0.11 0.13 0.125
H -6.8734 -19.0752 29.1402 -0.03 0.09 -0.15 0.125
H -8.7399 -18.4585 30.6893 0.24 0.12 -0.10 0.120
H -6.6313 -16.3895 26.7721 -0.27 0.00 0.23 0.108
H -4.7977 -15.5376 25.1583 -0.19 -0.93 0.07 0.137
H -0.8068 -17.5835 20.8042 0.43 0.88 -0.12 0.106
H 0.0921 -20.0195 20.5326 -0.39 -0.05 0.15 0.121
H -0.2722 -24.1121 22.0711 -0.17 -0.22 1.06 0.110
H 1.1213 -25.2983 20.5025 -0.03 0.14 -0.22 0.119
H 2.3499 -25.1710 16.3519 -0.18 0.03 -0.08 0.091
H 2.2793 -23.4786 16.8398 0.10 0.16 0.17 0.093
H 0.9035 -24.1666 16.0058 -0.23 -0.27 0.11 0.086
H -0.1193 -22.6144 17.4079 -0.28 0.31 -0.30 0.098
H -1.4681 -21.3633 19.1127 -0.83 1.23 -0.52 0.102
H -7.7931 -24.6167 23.9108 0.05 -0.13 0.06 0.128
H -8.7071 -26.8687 24.2702 -0.57 -0.09 -0.17 0.096
H -8.8006 -30.3179 25.4993 0.01 -0.48 0.26 0.080
H -8.7338 -29.3585 24.0330 -0.12 0.25 0.17 0.098
H -9.4832 -28.6850 25.5701 0.12 -0.31 -0.48 0.101
H -5.0933 -27.9942 26.3312 -0.42 -0.07 -0.21 0.122
H -4.2354 -25.7750 25.9297 0.15 -0.01 0.12 0.122
H -7.2220 -23.9864 26.9483 0.22 -0.24 -0.27 0.118
H -8.1214 -21.6863 27.7787 -0.35 -0.10 0.19 0.109
H -4.6183 -25.4064 22.7278 -0.25 -1.01 -0.20 0.099
H -2.7084 -24.5322 21.0534 0.13 0.12 -0.02 0.115
H -1.2090 -17.0737 24.0190 -0.19 0.37 -0.13 0.127
H -0.1874 -14.8731 24.8578 -0.55 -0.48 -0.20 0.127
H -0.8607 -10.5479 24.4051 -0.21 -0.34 -0.04 0.097
H -2.4197 -11.2147 23.8496 -0.69 0.14 0.21 0.077
H -1.0498 -11.1594 22.7581 0.03 -0.13 -0.05 0.096
H -2.9433 -12.7136 22.3697 0.42 -0.16 0.14 0.104
H -3.7956 -14.7361 21.5115 -0.73 -0.17 -0.63 0.104
O -3.0181 -17.1611 26.6062 0.43 -0.73 -0.28 0.038
C -2.9430 -18.1749 25.8922 -0.39 0.89 0.34 -0.467
N -3.4906 -18.3795 24.6976 0.22 0.12 0.28 0.059
C -4.7380 -17.4490 22.7925 0.77 0.08 0.11 -0.110
C -5.5158 -18.4227 21.9274 0.19 -1.18 0.74 -0.187
C -6.2288 -17.9245 20.8615 -0.21 -0.46 0.51 -0.007
C -6.9120 -18.7989 20.0462 0.04 -0.57 -0.20 -0.046
C -6.7850 -20.1641 20.2417 0.22 0.50 0.08 -0.040
C -6.0029 -20.6032 21.2979 0.00 0.04 -0.33 -0.093
N -5.4284 -19.7727 22.1472 0.09 1.29 -0.02 0.075
C -2.1732 -19.3788 26.3797 0.01 0.02 -0.21 -0.167
C -1.2219 -19.2656 27.3714 0.39 -1.66 -0.57 0.028
C -0.5892 -20.4526 27.7699 -0.52 0.91 0.06 -0.035
C -0.9408 -21.6583 27.1931 0.43 -0.15 0.39 -0.052
C -1.8582 -21.6646 26.1678 -0.39 0.36 0.53 -0.097
N -2.4797 -20.5465 25.8130 -0.26 -0.25 -0.59 0.076
H -3.4811 -16.9805 21.1257 -0.25 -0.31 0.25 0.154
H -5.2110 -16.4756 22.6786 -0.08 0.06 -0.24 0.137
H -6.3043 -16.8684 20.7640 -0.05 0.67 -0.30 0.114
H -7.5123 -18.4316 19.2418 -0.29 0.20 -0.38 0.104
H -7.2434 -20.8660 19.5780 -0.22 -0.29 -0.21 0.101
H -5.7821 -21.6547 21.4113 -0.13 -0.20 0.33 0.119
H -0.9567 -18.3014 27.7061 0.14 0.82 0.62 0.109
H 0.1354 -20.4237 28.5619 0.27 -0.03 0.19 0.105
H -0.5152 -22.5728 27.5851 0.06 -0.06 -0.27 0.108
H -2.1732 -22.5687 25.6834 -0.09 -0.29 -0.28 0.109

---

83
Properties=species:S:1:pos:R:3:forces:R:3:lowdin_charge:R:1 method="wB97M-V/def2-TZVPD" e_lumo_ev="-8.18 / -8.50" charge=+2 homo_ev="-14.1 / -14.1" multiplicity=2 gap_ha="0.21783 / 0.20609" s2=0.85
V -0.8389 -0.5173 0.0347 0.53 -3.01 1.35 0.465
O 1.9940 -2.8902 1.1132 -0.84 1.31 -0.40 -0.389
S 1.6972 -1.6229 0.3986 2.81 -1.26 0.26 0.909
C 2.6170 -1.7324 -1.1846 -1.19 0.13 -0.55 -0.342
C 3.7092 -2.5682 -1.3820 0.53 0.06 0.10 -0.033
C 4.2910 -2.6523 -2.6626 -0.86 0.58 0.66 -0.016
C 3.6973 -1.9851 -3.7232 -0.26 0.18 0.26 -0.019
C 2.5652 -1.1851 -3.5180 0.82 -0.11 -0.43 -0.050
C 2.0311 -1.0339 -2.2532 -0.27 -0.81 1.09 -0.325
P 0.5341 -0.0078 -1.9585 1.35 0.35 -0.83 1.032
C -0.6112 -0.5294 -3.2027 -0.38 -0.66 -0.72 -0.393
C -1.3180 0.4309 -3.9479 -0.28 -0.67 -0.15 -0.094
C -2.0262 0.0432 -5.0791 -0.72 0.30 -0.16 -0.047
C -1.9498 -1.2818 -5.4861 -0.18 -0.71 -0.05 -0.043
C -1.4281 -2.2660 -4.6351 0.42 0.17 -0.71 -0.037
C -0.7042 -1.9141 -3.5031 -1.25 0.90 0.01 -0.061
C 1.1776 1.5854 -2.5379 0.22 0.27 1.26 -0.341
C 1.2854 1.8636 -3.8881 -0.10 0.99 -0.19 -0.087
C 1.5039 3.1917 -4.2983 -0.04 -1.15 0.79 -0.022
C 1.6492 4.1593 -3.3174 -0.04 1.12 -1.22 -0.050
C 1.6690 3.8422 -1.9793 0.41 0.31 0.62 -0.075
C 1.5319 2.5525 -1.5710 -1.37 -1.84 0.25 -0.080
C 2.6824 -0.2679 1.1661 -0.85 0.85 -0.21 -0.319
C 4.0167 0.0493 0.9627 0.74 -1.05 -1.08 -0.042
C 4.6472 1.1048 1.5929 -0.95 0.90 1.06 -0.015
C 3.8745 1.9793 2.3939 0.06 -0.95 0.12 -0.010
C 2.5145 1.7147 2.5791 0.11 0.16 -0.39 -0.062
C 1.9377 0.6058 1.9392 -0.81 0.33 0.27 -0.349
P 0.1470 0.2706 2.1666 0.24 0.94 0.99 1.040
C -0.5612 1.8702 2.6314 -0.67 -0.41 0.39 -0.400
C -1.5475 1.8854 3.6365 -0.14 -0.46 -0.17 -0.078
C -2.0708 3.1004 4.0798 0.38 -0.73 -0.51 -0.024
C -1.7415 4.2728 3.3786 -1.09 -0.55 1.41 -0.049
C -0.8616 4.2296 2.3475 1.69 0.38 -0.97 -0.060
C -0.1946 3.0488 2.0281 -0.19 0.39 -0.37 -0.113
C 0.0909 -0.6698 3.6932 -1.08 -1.77 0.75 -0.347
C 0.4303 -0.1167 4.9491 0.52 -0.24 -1.45 -0.076
C 0.5058 -0.9636 6.0425 0.50 1.27 1.14 -0.065
C 0.0932 -2.2843 6.0109 -0.35 -0.28 -0.61 -0.037
C -0.4093 -2.7968 4.8052 0.02 0.53 0.60 -0.040
C -0.3834 -2.0117 3.6588 0.39 0.73 -0.67 -0.064
H 4.1565 -3.1160 -0.5537 -0.25 0.08 -0.09 0.132
H 5.2050 -3.1888 -2.8218 0.16 -0.41 0.07 0.120
H 4.1202 -2.0899 -4.7155 -0.09 0.12 0.04 0.125
H 2.1870 -0.6523 -4.3731 -0.31 -0.03 -0.06 0.106
H -1.2942 1.4694 -3.6785 -0.01 0.27 0.19 0.110
H -2.7315 0.7305 -5.5992 1.10 -0.36 0.26 0.135
H -2.3206 -1.6198 -6.4641 -0.20 0.36 0.60 0.127
H -1.5529 -3.2907 -4.9746 0.22 0.02 0.41 0.124
H -0.3895 -2.6614 -2.7897 0.47 -0.19 -0.14 0.112
H 1.1485 1.0928 -4.6207 -0.29 -0.07 -0.27 0.099
H 1.4801 3.4069 -5.3522 0.20 0.26 -0.12 0.119
H 1.7314 5.2036 -3.6400 0.00 -0.39 0.27 0.128
H 1.7450 4.5728 -1.2032 0.31 0.68 0.06 0.111
H 1.5175 2.2356 -0.5042 0.08 0.54 -0.78 0.090
H 4.5652 -0.5177 0.2158 0.16 -0.16 0.32 0.117
H 5.7148 1.2900 1.5467 -0.14 -0.17 -0.46 0.126
H 4.3658 2.7968 2.9171 -0.22 -0.06 -0.18 0.124
H 1.8546 2.3867 3.1424 0.66 -0.33 -0.08 0.112
H -1.8762 0.8984 4.0179 0.15 1.00 0.18 0.124
H -2.6905 3.0785 4.9674 -0.22 0.30 -0.22 0.119
H -2.1963 5.1931 3.6979 0.00 0.30 -0.03 0.119
H -0.5138 5.1349 1.8452 -0.40 -0.15 0.16 0.124
H 0.6360 3.0626 1.3411 -0.06 0.14 -0.30 0.085
H 0.7159 0.9367 4.9765 0.00 -0.35 0.41 0.114
H 0.8951 -0.5082 6.9752 -0.40 -0.52 -0.56 0.129
H 0.1263 -2.8934 6.9190 -0.02 0.22 -0.41 0.125
H -0.8809 -3.7653 4.8018 0.19 -0.26 -0.21 0.115
H -0.7021 -2.4020 2.6849 0.05 -0.10 0.63 0.074
O -2.2643 -3.8839 -1.0462 1.16 2.02 3.06 0.054
C -2.2517 -2.9862 -0.1515 0.24 -1.93 -3.98 -0.513
O -1.2191 -2.6840 0.6398 -0.73 3.04 -1.85 -0.132
C -3.5529 -2.1984 -0.2194 1.06 -0.64 1.69 -0.148
C -4.6324 -3.0643 -0.1676 -0.52 -1.32 0.09 0.005
C -5.9586 -2.6655 0.0239 0.21 -0.64 -0.15 -0.007
C -6.1872 -1.3190 0.1801 -0.12 1.01 -0.16 -0.044
C -5.1098 -0.4416 0.1209 0.11 1.33 0.28 -0.107
C -3.7581 -0.8305 -0.0436 -1.88 0.43 0.08 -0.521
S -2.7243 0.6046 -0.0249 1.18 -1.10 0.01 0.852
H -4.4055 -4.1506 -0.1945 -0.19 0.99 -0.16 0.147
H -6.7572 -3.4299 0.0699 0.55 0.67 -0.01 0.140
H -7.1784 -0.8854 0.3199 0.24 -0.30 0.03 0.128
H -5.2639 0.6473 0.2546 -0.27 -0.81 -0.17 0.105

---

- The lowest multiplicity belongs to which entry?
  C60H46InN7O5

---

- Look up the multiplicity of the first one.
  4